(1)
This record from the OMol25 dataset describes a cluster of 9 separate species, C30H84N6O9 in total at a distorted geometry. The level of theory is wB97M-V/def2-TZVPD.

As for the energy above the lowest of the compared OMol25 structures with the same formula, charge and spin: 51.8 kcal per mole. The lowest unoccupied orbital energy is 0.013 hartree. The electronic energy is -2198.9051 Eh. For the molar mass, the calculation gives 673.03 g mol⁻¹. Its spin multiplicity is 1.

Element x y z (Å)
H  3.053  2.406  -4.977
H  8.126  1.133  -0.311
C  -2.271  -2.286  3.089
C  -0.907  3.068  3.988
O  -3.000  5.737  0.544
H  -5.016  6.532  4.001
H  -0.863  -0.183  -4.593
N  7.158  -3.789  -1.670
H  0.278  -0.365  1.208
H  -4.176  0.569  -2.384
H  5.030  -2.526  -1.532
C  7.323  0.588  -0.827
H  2.420  -3.765  -1.731
H  -6.609  6.695  1.533
H  -3.132  1.897  -2.113
C  3.453  2.037  -4.028
H  3.131  2.628  -3.173
C  1.840  0.167  -4.548
H  1.217  0.101  -1.100
H  -0.168  3.665  2.116
C  -5.545  6.904  1.453
H  6.966  1.309  -1.569
H  -3.746  -5.832  4.334
H  0.273  4.809  3.455
C  0.161  -0.111  -0.952
H  -0.531  -3.382  -3.821
H  -1.351  4.469  0.428
H  1.938  0.489  -5.599
H  4.537  -4.261  -1.611
H  3.101  0.327  -2.803
C  6.221  -4.894  -3.635
H  7.987  -4.270  -1.981
C  -4.870  0.213  0.369
C  -2.653  -5.768  4.290
C  -1.621  -3.319  -3.926
H  1.117  3.268  3.247
H  -2.411  -7.612  5.502
O  3.820  -3.103  -3.126
H  1.679  -0.917  -4.562
H  4.823  0.099  2.171
C  -0.479  0.841  -4.656
H  -1.117  -6.309  5.690
C  -3.628  1.080  -1.587
O  -3.719  -2.977  -2.780
H  -0.962  6.145  0.916
H  -5.248  4.842  1.617
H  -2.689  -6.161  6.356
H  3.801  2.785  1.847
H  -1.875  -4.354  -4.157
H  0.050  -1.170  -1.250
H  -2.015  -1.929  -2.284
C  -4.854  5.727  2.128
H  -1.081  1.579  -4.138
H  -2.033  -3.603  -1.814
C  3.305  0.286  0.644
H  -1.786  -2.585  -4.712
H  -5.499  -1.098  2.502
C  -6.328  -0.530  2.078
H  4.201  -1.171  -4.024
H  -3.030  -3.699  5.097
H  -6.936  -0.085  2.867
N  4.031  1.944  2.361
C  4.843  -3.386  -2.191
C  2.566  -2.982  -2.479
C  4.433  0.863  1.488
H  1.787  -3.111  -3.229
H  -3.384  3.165  0.252
H  -0.327  0.273  -1.852
H  -5.202  7.873  1.824
C  -2.161  -6.557  5.476
H  -3.955  2.215  1.480
H  -1.202  2.061  3.690
C  5.632  1.271  0.621
H  5.617  -4.754  -4.531
H  -4.042  -0.306  0.874
C  -4.397  1.482  -0.341
H  -1.431  1.655  0.380
H  -2.910  0.318  -1.263
C  -2.397  -4.269  4.401
H  -1.305  -0.606  0.628
H  2.650  -0.231  1.345
C  -0.416  0.012  0.448
H  -2.119  -1.967  2.064
H  -0.224  1.021  -5.707
C  3.160  0.538  -3.874
C  -2.294  -2.924  -2.634
O  -0.403  2.897  5.331
H  7.322  -2.952  -1.137
H  -2.949  4.797  2.395
H  -1.385  -4.012  4.757
H  -2.865  6.559  2.440
H  -1.433  -1.980  3.727
H  7.783  -0.320  -1.209
H  -1.474  5.756  -0.744
O  -0.598  1.370  0.797
H  5.828  -5.779  -3.134
H  -5.351  -0.480  -0.328
C  0.155  3.771  3.151
H  -2.627  -5.734  2.327
N  -5.238  5.665  3.520
H  -5.330  2.021  -0.544
O  -2.599  -3.643  3.141
H  4.523  2.235  -4.127
H  -7.043  -1.096  1.478
H  -4.728  4.955  4.037
C  -1.625  5.523  0.310
H  2.460  -1.996  -2.022
H  5.280  2.088  -0.030
H  3.833  -0.469  -5.432
H  -3.070  -1.682  3.546
H  3.291  1.625  2.968
H  7.252  -5.115  -3.930
H  6.323  1.789  1.299
O  0.794  0.930  -3.989
N  -3.513  2.208  0.566
N  -2.151  -6.317  3.011
H  -5.243  6.950  0.404
H  -3.966  -3.897  -2.650
O  -5.758  0.592  1.412
H  2.850  1.121  0.104
N  4.229  -0.278  -4.514
H  -0.851  2.144  5.720
H  3.643  -0.376  -0.157
C  6.240  -3.644  -2.796
O  6.243  0.185  -0.013
H  -1.166  -6.068  2.953
H  6.583  -2.743  -3.317
H  -1.760  3.756  4.031
C  -3.327  5.711  1.921

(2)
This record from the OMol25 dataset describes a cluster of 11 separate species, C30H85N3O11 in total at a distorted geometry. The level of theory is wB97M-V/def2-TZVPD.

As for the energy above the lowest of the compared OMol25 structures with the same formula, charge and spin: 111.4 kcal per mole. The lowest unoccupied orbital energy is 0.004 hartree. The electronic energy is -2185.6522 Eh. For the molar mass, the calculation gives 664.02 g mol⁻¹. Its spin multiplicity is 1.

Element x y z (Å)
H  2.581  -8.211  10.992
H  0.035  -0.707  18.587
H  8.106  -5.778  10.422
H  -4.114  0.708  9.406
C  -4.772  2.114  12.495
H  4.828  -0.292  11.835
O  0.166  1.276  7.858
H  -1.876  0.501  5.030
H  7.628  -5.825  12.155
O  -3.189  0.570  11.816
C  4.719  -8.358  10.636
C  -3.001  -7.939  6.722
H  5.060  -10.104  9.748
H  3.475  1.261  13.091
C  -4.971  -8.973  5.820
H  -4.144  -9.556  11.913
C  3.523  -7.902  11.443
H  -1.442  -1.582  3.604
H  -2.923  -0.142  1.814
H  -2.462  -7.604  5.836
C  -0.369  -9.210  16.789
H  -4.321  0.586  2.417
H  -1.809  -8.777  18.059
C  -7.019  -9.623  13.819
C  3.979  -0.639  11.247
C  7.295  -5.631  11.135
C  -7.854  -4.091  14.396
H  0.402  0.688  8.579
H  -1.061  -4.099  11.946
H  -3.827  2.570  12.791
H  0.469  -9.504  18.792
H  -2.157  -8.175  7.371
H  4.013  -1.707  11.031
C  -4.783  -9.952  12.702
C  -5.336  -10.397  5.266
H  -0.426  -2.360  16.034
H  -3.988  -0.264  4.685
H  -6.852  -5.568  15.173
O  -7.353  -4.808  15.477
C  -3.152  -0.367  3.993
H  -1.862  -10.286  17.373
H  -2.775  -4.162  12.222
H  3.884  -0.135  10.286
O  -2.240  0.691  4.162
C  -2.341  -1.622  4.219
C  -4.545  1.467  10.058
H  -1.322  0.158  16.954
C  -4.495  0.987  11.520
H  6.313  -7.816  12.045
H  -4.260  -1.127  2.197
C  -3.685  -0.284  2.580
C  -5.344  -11.504  6.295
H  0.819  -0.248  11.853
H  -2.049  -1.838  5.246
H  4.524  -8.026  9.616
H  7.204  -4.548  11.050
H  -2.101  -5.378  11.223
C  6.102  -7.726  10.979
H  -5.294  1.736  13.374
H  1.404  -12.339  17.058
H  -6.184  -8.386  12.260
H  -4.630  -8.610  14.592
C  0.355  -1.184  17.661
H  -0.503  3.209  7.827
H  -5.600  1.607  9.822
H  -5.928  -11.121  7.131
H  -5.832  -8.736  6.444
H  -6.328  -10.337  4.818
H  3.544  -6.829  11.638
H  -6.797  -10.039  14.802
H  -4.194  -10.239  13.573
H  -7.994  -3.059  14.716
H  -4.945  -8.204  5.048
O  -0.038  -11.326  18.060
C  -0.776  -1.630  16.763
H  -5.752  -12.419  5.865
H  -1.931  -2.608  10.533
C  -2.012  -4.317  11.459
H  1.683  1.330  12.857
H  -0.725  -7.207  15.986
O  -1.212  -0.414  16.190
H  0.850  -2.101  17.982
O  -2.122  -3.517  10.291
H  -0.032  -12.093  16.079
O  -3.720  -9.131  6.434
O  -5.155  -8.051  14.014
H  0.949  -7.708  16.006
H  -2.196  -1.573  18.298
C  0.013  2.521  8.497
H  0.995  2.964  8.659
H  3.695  -9.971  10.666
H  1.109  -0.589  17.146
H  -3.997  2.395  9.896
H  -5.444  2.851  12.053
H  -4.037  -11.776  4.362
C  -1.983  -2.228  17.454
H  -3.584  -7.153  7.202
H  -2.831  -2.233  16.769
H  6.864  -8.299  10.451
H  1.544  -10.099  17.621
H  -7.068  -4.139  13.642
N  -1.773  -9.296  17.193
H  -5.062  0.086  11.752
H  2.745  1.758  11.564
H  -0.027  -13.313  17.408
O  6.116  -6.276  10.733
H  -0.550  2.438  9.426
H  -0.266  -9.684  15.813
H  -7.952  -9.062  13.862
H  -7.245  -10.552  13.296
H  -5.363  -10.753  12.243
O  1.557  -0.508  11.297
C  0.477  -10.003  17.822
C  2.644  1.078  12.409
H  -1.811  -3.265  17.745
H  -8.805  -4.475  14.029
C  2.698  -0.351  12.090
C  0.314  -12.329  17.085
H  2.531  -0.942  12.990
H  3.511  -8.365  12.430
H  0.070  -7.321  17.543
C  0.010  -7.777  16.555
C  -5.826  -8.924  13.137
H  -4.365  -11.707  6.729
N  4.693  -9.817  10.644
N  -4.338  -10.818  4.255
H  -3.509  -10.413  4.665
H  -3.125  0.464  12.768
H  -3.021  -2.400  3.871

(3)
This record from the OMol25 dataset describes a cluster of 14 separate species, C30H86N26O14 in total at a distorted geometry. The level of theory is wB97M-V/def2-TZVPD.

The expectation value of S² is 0.75. As for the total charge: -1. The lowest unoccupied orbital energy (spin up / spin down) is 0.034 / 0.031 hartree. The electronic energy is -3671.7754 Eh. For the molar mass, the calculation gives 1035.19 g mol⁻¹. Its spin multiplicity is 2.

Element x y z (Å)
H  -1.257  0.931  -8.304
H  -4.582  -4.678  -2.248
C  -1.290  -0.891  -1.301
H  6.691  -3.896  5.024
H  1.395  1.399  -3.750
N  -1.943  5.469  -1.649
C  -1.027  5.702  -0.771
H  3.701  0.235  2.851
N  -6.129  -2.165  -1.059
C  -0.623  -3.300  3.541
C  -0.688  0.543  -1.024
H  -2.789  5.055  -1.285
H  -0.956  -4.957  4.699
O  4.084  0.475  3.698
H  2.574  0.349  1.614
H  0.977  -0.176  -3.261
H  3.107  0.398  -2.095
H  6.112  -0.461  6.232
C  6.228  -2.912  5.100
H  -2.881  -5.172  -2.598
H  -6.267  0.465  -5.178
O  -0.388  -2.728  2.513
H  0.821  6.559  -0.704
O  -3.043  2.797  -4.255
N  -1.649  1.040  -6.133
H  -2.342  5.583  -5.313
H  0.280  4.108  0.763
H  0.263  6.263  -2.255
H  2.536  -4.428  2.084
H  2.355  1.892  -1.525
H  6.333  1.084  2.857
O  -3.657  4.242  4.299
H  3.216  -1.776  -4.219
N  0.406  0.612  -0.020
H  -1.025  -3.704  -0.543
O  2.487  -3.794  -5.533
C  6.281  -0.548  4.245
C  -3.070  -3.975  -1.127
H  -4.736  2.744  0.309
N  -4.774  2.866  -0.693
H  -6.112  3.033  -2.498
N  -2.627  5.670  2.826
C  1.121  0.829  -2.863
N  -0.645  -4.533  3.838
O  -7.186  -0.291  -0.384
N  -5.341  0.256  -4.833
C  -0.261  1.227  -2.292
N  2.932  -2.577  -3.673
H  6.359  -2.532  6.113
N  -5.834  3.937  -2.145
H  -1.309  -1.782  4.439
O  1.189  4.590  3.045
H  -1.912  -0.805  -2.192
H  1.494  -7.243  0.906
H  2.007  -1.058  4.337
H  -3.699  4.585  -5.688
C  6.716  0.100  5.519
H  2.713  -2.487  -2.691
C  6.929  0.197  3.073
H  -2.352  1.191  0.485
H  3.001  -1.610  -0.649
C  2.175  0.839  -1.739
H  -1.969  -1.092  -0.473
H  4.614  -3.565  3.769
N  2.021  -4.421  -3.406
O  -3.685  -3.145  -0.477
H  -0.611  -3.089  5.475
H  4.240  -3.824  5.325
H  2.665  -4.659  -2.665
C  6.926  -1.969  4.223
H  -1.363  1.844  -6.674
H  3.871  0.319  0.539
H  6.852  -2.410  3.229
N  -4.003  0.263  -3.237
N  -5.145  -0.865  0.316
O  -5.972  1.219  -2.864
C  -5.225  4.067  -1.031
N  4.807  -0.695  4.022
H  6.961  -0.331  2.120
H  -3.507  -0.307  -3.908
H  2.657  -2.010  2.950
C  3.974  -1.725  4.782
H  -0.654  4.712  -4.176
H  7.764  -0.125  5.721
H  -5.171  -0.193  1.070
H  1.508  -1.593  -1.623
H  -4.961  2.092  -1.314
N  -0.870  -2.680  4.589
O  -0.144  0.188  1.277
H  1.221  1.527  2.341
H  -2.628  1.531  -1.204
H  -1.896  3.575  1.871
H  -1.056  1.012  -3.007
H  1.448  -2.063  0.029
H  4.353  -1.789  6.806
N  2.291  -4.320  1.110
N  -2.839  4.715  -5.175
C  -6.249  -1.022  -0.437
C  1.163  3.459  2.479
H  -5.181  -2.467  -0.888
N  -1.829  0.140  -8.043
H  -1.863  1.207  -5.161
H  -6.669  -2.344  -1.893
H  -3.022  6.540  3.154
N  0.111  6.114  -1.267
O  -2.859  -0.870  -6.324
H  0.889  2.510  0.765
C  1.810  0.151  -0.427
N  -2.632  3.425  2.546
H  -4.625  -0.317  -5.256
H  1.645  -6.157  2.322
C  3.661  -1.223  6.182
H  -6.243  4.737  -2.607
H  -1.417  -4.667  -1.894
N  0.748  3.372  1.272
C  2.543  -3.598  -4.346
C  -2.974  4.440  3.335
O  1.836  -5.437  -0.645
H  -1.684  5.093  -2.550
N  1.564  -6.328  1.330
H  -0.103  2.294  -2.131
H  0.656  2.135  3.864
N  -3.590  -4.695  -2.060
C  1.939  -1.365  -0.649
N  -1.137  3.829  -4.101
H  -0.104  -0.761  1.137
H  -2.239  -0.512  -8.697
H  3.803  -0.157  6.362
C  -1.854  1.483  -0.439
C  -2.184  0.057  -6.810
N  1.205  2.269  3.026
H  2.661  -1.430  6.563
O  -4.921  5.073  -0.416
H  -0.706  2.925  -3.967
C  -2.386  3.747  -4.555
C  -5.151  0.718  -3.638
H  2.767  1.760  0.647
H  -0.599  -1.714  -1.481
H  -1.573  2.528  -0.305
H  6.481  1.122  5.814
C  4.733  -3.058  4.727
C  2.843  0.673  0.608
H  1.994  -2.732  4.406
H  -2.229  5.651  1.898
H  -4.546  -1.667  0.181
C  1.861  -5.385  0.506
H  -2.841  2.555  3.014
H  -0.263  -5.107  3.100
H  1.411  -5.128  -3.789
H  7.963  0.479  3.267
H  7.955  -1.809  4.546
O  -1.114  5.608  0.416
C  2.611  -1.914  4.035
H  -3.548  0.511  -2.371
N  -1.748  -4.119  -1.113
H  2.668  -3.604  0.507

What is the electronic energy in the third record? -3671.7754 Eh